No. 1
44
Properties=species:S:1:pos:R:3 method="wB97M-V/def2-TZVPD" homo_lumo_gap_ha=0.3551 total_charge=-1 e_lumo_ev=1.639
Cl -0.189 0.270 -0.825
O 0.037 -0.722 0.254
O -1.273 -0.300 -1.698
O -0.574 1.601 -0.251
O 1.044 0.503 -1.658
O 0.007 0.416 2.834
H -0.413 0.711 3.645
H -0.108 -0.525 2.842
O -2.762 2.331 1.437
H -2.576 1.466 1.729
H -2.243 2.501 0.654
O 1.887 -0.730 -3.931
H 1.154 -1.179 -4.214
H 1.642 -0.618 -3.047
O -2.480 -0.745 1.805
H -2.901 -0.319 2.584
H -1.575 -0.412 1.810
O -1.788 -3.244 0.655
H -1.845 -2.347 0.892
H -0.871 -3.561 0.639
O 2.628 1.247 1.926
H 2.523 1.948 1.257
H 1.730 0.888 2.084
O 4.134 0.828 -1.841
H 3.209 0.940 -1.607
H 4.134 0.350 -2.641
O -3.862 -0.563 -0.525
H -3.423 -0.640 0.300
H -3.284 -0.364 -1.271
O 3.041 -1.156 0.501
H 2.411 -1.461 1.143
H 3.161 -0.216 0.614
O 1.066 -2.676 -1.513
H 0.872 -3.479 -1.071
H 1.054 -1.962 -0.881
O 1.894 2.932 -0.143
H 1.111 3.161 0.396
H 1.508 2.479 -0.865
O -0.397 3.439 1.975
H 0.231 3.199 2.682
H -1.189 2.970 2.040
O -2.520 -2.554 -3.004
H -1.677 -2.420 -3.482
H -2.530 -1.987 -2.230

***

No. 2
11
Properties=species:S:1:pos:R:3 method="wB97M-V/def2-TZVPD" homo_lumo_gap_ha=0.3406 e_lumo_ev=-0.493
H 1.984 -2.333 0.840
N 1.722 -1.319 1.153
C 1.000 -0.682 0.224
N 0.350 -1.240 -0.984
O -0.064 -0.187 -1.867
S 0.270 0.918 0.734
C -1.206 1.291 0.321
O -2.222 0.375 0.125
H 1.119 -1.738 -1.642
H -1.052 -0.301 -2.053
H -1.350 2.446 0.587

***

No. 3
50
Properties=species:S:1:pos:R:3 method="wB97M-V/def2-TZVPD" s_squared=8.90 multiplicity=6 homo_lumo_gap_ha="0.2005 / 0.2131" total_charge=-1 e_lumo_ev="3.229 / 3.213"
C 1.369 -0.267 -1.400
C 0.380 0.729 -1.619
C -0.902 0.148 -1.509
C -0.729 -1.270 -1.289
C 0.697 -1.537 -1.222
Fe 0.207 -0.371 0.373
N 0.426 -2.160 0.872
C 1.384 0.974 1.186
C 0.678 2.108 0.737
H -1.846 0.677 -1.705
H 0.556 1.767 -1.905
H -1.515 -2.022 -1.311
H 1.176 -2.515 -1.235
H 2.448 -0.117 -1.468
H 0.948 2.620 -0.180
H 1.377 0.635 2.229
H 1.426 -2.022 1.199
H -0.044 2.613 1.364
H 2.292 0.598 0.712
C -3.901 -4.562 1.489
C -3.691 -3.202 0.886
C -4.608 -2.699 -0.038
C -4.495 -1.403 -0.560
C -5.468 -0.945 -1.609
C -3.498 -0.569 -0.066
C -2.529 -1.071 0.844
C -2.598 -2.417 1.249
N -1.543 -0.240 1.374
C -1.673 0.004 2.824
C -3.165 -0.072 3.262
C -0.905 -1.058 3.613
C -1.200 1.389 3.227
H -4.877 -4.619 2.001
H -3.897 -5.344 0.712
H -3.117 -4.794 2.222
H -5.443 -3.330 -0.363
H -5.513 -1.662 -2.444
H -6.488 -0.867 -1.203
H -5.187 0.035 -2.016
H -3.440 0.476 -0.384
H -1.778 -2.820 1.841
H -3.581 -1.097 3.178
H -3.249 0.222 4.325
H -3.788 0.619 2.662
H 0.063 -1.274 3.153
H -0.748 -0.698 4.640
H -1.468 -1.999 3.660
H -0.118 1.452 3.268
H -1.594 2.143 2.548
H -1.586 1.614 4.230

***

Number 1: F_max 3.896 eV Å⁻¹. Number 2: F_max 10.173 eV Å⁻¹. Number 3: F_max 4.300 eV Å⁻¹.